[1]
Below is a 2-piece molecular cluster, C5H14 overall in a non-equilibrium geometry, with properties calculated with ωB97M-V with the def2-TZVPD basis set.

2S+1	2
E_tot	-198.45783	hartree
expectation value of S²	0.754
net charge	+1
largest force on an atom	2.1	eV/A
ΔE to the lowest compared entry with this formula, charge and spin	18.3	kcal per mole
Kohn-Sham gap (alpha / beta)	13.315 / 4.141	eV
HOMO energy (alpha / beta)	-16.03 / -14.95	eV

The geometry in XYZ format:
```
19
Properties=species:S:1:pos:R:3:lowdin_charge:R:1
C -0.213 -1.752 -0.144 -0.262
C -0.392 -3.155 -0.611 -0.042
C -0.433 -0.640 -1.202 0.007
H 0.815 -1.687 0.288 0.149
H -0.856 -1.525 0.721 0.137
H -1.001 -3.858 -0.040 0.106
H -0.925 -3.302 -1.571 0.119
H -0.254 0.348 -0.705 0.074
H -1.455 -0.795 -1.550 0.105
H 0.642 -3.466 -0.871 0.134
H 0.325 -0.699 -1.989 0.119
C 0.979 3.095 1.134 -0.099
C -0.039 2.017 0.800 -0.116
H 1.345 3.659 0.263 0.093
H 0.454 3.867 1.715 0.106
H 1.867 2.740 1.652 0.082
H -0.771 1.673 1.543 0.108
H -0.634 2.396 -0.030 0.095
H 0.545 1.086 0.595 0.085
```

***

[2]
Below is a 2-piece molecular cluster, C5H14 overall in a non-equilibrium geometry, with properties calculated with ωB97M-V with the def2-TZVPD basis set.

2S+1	2
E_tot	-198.42155	hartree
expectation value of S²	0.754
net charge	+1
largest force on an atom	6.9	eV/A
ΔE to the lowest compared entry with this formula, charge and spin	41.0	kcal per mole
Kohn-Sham gap (alpha / beta)	11.031 / 3.586	eV
HOMO energy (alpha / beta)	-14.46 / -14.45	eV

The geometry in XYZ format:
```
19
Properties=species:S:1:pos:R:3:lowdin_charge:R:1
C -2.440 -0.778 0.697 -0.191
C -1.713 -0.529 2.013 -0.160
H -2.069 -1.669 0.015 0.093
H -3.522 -0.769 0.704 0.063
H -2.230 0.041 -0.058 0.054
H -0.734 -0.169 1.884 0.027
H -1.854 -1.444 2.577 0.068
H -2.340 0.071 2.697 0.084
C 1.903 0.542 -0.529 -0.171
C 1.146 1.601 -1.218 -0.057
C 1.341 -0.785 -0.982 0.001
H 2.906 0.580 -1.244 0.297
H 2.058 0.569 0.635 0.184
H 1.525 2.615 -0.922 0.131
H 1.824 -1.605 -0.453 0.119
H 0.199 -0.900 -0.574 0.206
H 0.215 1.566 -0.850 0.070
H 1.280 1.594 -2.306 0.124
H 1.316 -0.782 -1.987 0.057
```

***

[3]
Below is a 2-piece molecular cluster, C5H14 overall in a non-equilibrium geometry, with properties calculated with ωB97M-V with the def2-TZVPD basis set.

2S+1	2
E_tot	-198.44561	hartree
expectation value of S²	0.753
net charge	+1
largest force on an atom	5.8	eV/A
ΔE to the lowest compared entry with this formula, charge and spin	26.0	kcal per mole
Kohn-Sham gap (alpha / beta)	11.777 / 4.062	eV
HOMO energy (alpha / beta)	-14.88 / -14.83	eV

The geometry in XYZ format:
```
19
Properties=species:S:1:pos:R:3:lowdin_charge:R:1
C -1.718 0.196 -1.943 -0.160
C -1.744 1.066 -0.696 -0.204
H -2.003 0.791 -2.853 0.100
H -0.730 -0.313 -2.001 0.056
H -2.383 -0.640 -1.838 0.061
H -2.043 0.725 0.298 0.072
H -2.629 1.766 -0.833 0.096
H -0.919 1.749 -0.732 0.043
C 1.716 -0.697 1.032 -0.180
C 1.412 0.805 1.065 0.045
C 0.532 -1.507 0.674 -0.033
H 2.542 -0.815 0.423 0.161
H 2.238 -1.087 1.911 0.184
H 0.477 1.003 0.521 0.067
H -0.113 -1.011 -0.130 0.094
H 0.677 -2.504 0.322 0.089
H -0.208 -1.628 1.546 0.169
H 1.691 1.380 2.010 0.176
H 2.213 1.408 0.561 0.165
```

***

[4]
Below is C5H14AsO3PS6V as an isolated structure, with properties calculated with ωB97M-V with the def2-TZVPD basis set.

2S+1	4
E_tot	-6335.16023	hartree
expectation value of S²	3.763
net charge	-2
largest force on an atom	0.7	eV/A
ΔE to the lowest compared entry with this formula, charge and spin	10.9	kcal per mole
Kohn-Sham gap (alpha / beta)	5.309 / 5.464	eV
HOMO energy (alpha / beta)	-0.78 / -0.94	eV

The geometry in XYZ format:
```
31
Properties=species:S:1:pos:R:3:lowdin_charge:R:1
V -0.111 -0.453 -0.199 -0.140
C -5.927 -2.568 -0.504 -0.086
C -5.467 -1.183 -0.090 -0.320
O -4.504 -0.645 -0.997 -0.336
P -2.936 -0.976 -0.842 -0.130
S -1.899 0.339 -1.893 0.308
S -2.320 -1.171 1.033 0.334
O -2.912 -2.431 -1.549 -0.358
C -1.626 -3.076 -1.694 -0.329
C -1.833 -4.400 -2.393 -0.078
H -6.698 -2.918 0.187 0.069
H -5.091 -3.265 -0.488 0.066
H -6.339 -2.549 -1.514 0.075
H -5.042 -1.201 0.917 0.066
H -6.300 -0.478 -0.100 0.108
H -1.178 -3.232 -0.710 0.066
H -0.962 -2.431 -2.275 0.082
H -2.455 -5.063 -1.790 0.070
H -0.861 -4.871 -2.540 0.078
H -2.311 -4.252 -3.364 0.070
S 1.858 -3.619 0.317 -0.262
As 2.653 -1.646 0.271 -0.566
S 1.460 -0.497 1.759 -0.030
S 1.846 -0.701 -1.581 -0.096
S 4.724 -1.399 0.508 -0.278
C -1.401 2.176 1.386 -0.183
O -0.289 1.663 0.677 -0.303
H -1.101 3.036 1.996 0.073
H -1.867 1.422 2.021 0.036
H -2.134 2.502 0.648 0.071
H 0.368 1.258 1.296 -0.076
```

***

[5]
Below is C5H14BBeClFeN as an isolated structure in a non-equilibrium geometry, with properties calculated with ωB97M-V with the def2-TZVPD basis set.

2S+1	6
E_tot	-2017.05930	hartree
expectation value of S²	8.781
net charge	-2
largest force on an atom	4.3	eV/A
ΔE to the lowest compared entry with this formula, charge and spin	29.1	kcal per mole
Kohn-Sham gap (alpha / beta)	4.899 / 6.482	eV
HOMO energy (alpha / beta)	0.16 / -1.38	eV

The geometry in XYZ format:
```
24
Properties=species:S:1:pos:R:3:lowdin_charge:R:1
Fe 1.239 0.727 2.454 0.260
Cl 3.053 0.611 1.309 -0.142
C 0.315 2.267 1.768 -0.337
H -0.011 2.947 2.575 -0.050
H -0.516 1.875 1.181 -0.027
H 1.032 2.746 1.102 -0.048
Be 0.347 0.588 -2.941 -0.106
C 0.586 0.416 -4.587 -0.241
C -0.191 2.047 -2.211 -0.190
C 0.779 -0.822 -2.281 -0.100
H -1.275 2.154 -2.410 -0.033
H -0.023 2.092 -1.122 -0.048
H 0.304 2.915 -2.674 -0.037
H -0.414 0.158 -4.961 -0.029
H 0.879 1.348 -5.074 -0.044
H 1.277 -0.373 -4.894 -0.037
H 0.297 -1.606 -1.681 -0.076
H 1.874 -0.921 -2.090 -0.052
B -1.688 -2.570 3.119 -0.456
C -0.694 -1.496 2.677 -0.191
N 0.031 -0.611 2.463 -0.006
H -1.575 -2.550 4.349 0.002
H -1.351 -3.628 2.640 -0.008
H -2.768 -2.166 2.748 -0.003
```

***

[6]
Below is C5H14BiClHfO3S as an isolated structure in a non-equilibrium geometry, with properties calculated with ωB97M-V with the def2-TZVPD basis set.

E_tot	-1545.46578	hartree
net charge	0
largest force on an atom	2.2	eV/A
ΔE to the lowest compared entry with this formula, charge and spin	0.0	kcal per mole
Kohn-Sham gap (alpha / beta)	3.575 / 3.581	eV
HOMO energy (alpha / beta)	-6.54 / -6.54	eV

The geometry in XYZ format:
```
26
Properties=species:S:1:pos:R:3:lowdin_charge:R:1
Bi 0.190 -1.236 1.457 1.553
Cl -0.323 0.881 -0.443 0.031
C -2.039 -1.178 1.393 -0.367
H -2.588 -1.855 2.067 0.022
H -2.202 -1.424 0.342 -0.019
H -2.307 -0.140 1.565 -0.001
Hf 0.245 0.409 -2.720 0.937
C -1.543 0.994 -3.840 -0.339
C 2.055 1.580 -2.988 -0.338
C 0.691 -1.574 -3.250 -0.338
H 2.851 1.171 -2.350 -0.017
H 2.293 1.304 -4.033 -0.015
H 2.033 2.672 -2.877 -0.016
H -2.414 0.374 -3.552 -0.016
H -1.848 2.056 -3.855 -0.018
H -1.237 0.672 -4.862 -0.016
H -0.025 -2.304 -3.647 -0.105
H 1.704 -2.001 -3.294 -0.106
C 1.316 -0.487 4.671 -0.166
S -0.215 0.369 4.154 0.453
O -1.292 -0.605 4.278 -0.355
O -0.318 1.636 4.850 -0.284
O 0.062 0.612 2.623 -0.666
H 1.337 -0.613 5.783 0.086
H 2.170 0.152 4.380 0.072
H 1.404 -1.466 4.146 0.028
```

***

[7]
Below is C5H14BiClO3SZr as an isolated structure in a non-equilibrium geometry, with properties calculated with ωB97M-V with the def2-TZVPD basis set.

E_tot	-1544.47700	hartree
net charge	0
largest force on an atom	2.8	eV/A
Kohn-Sham gap (alpha / beta)	5.333 / 5.333	eV
HOMO energy (alpha / beta)	-7.08 / -7.08	eV

The geometry in XYZ format:
```
26
Properties=species:S:1:pos:R:3:lowdin_charge:R:1
Bi 0.310 -0.112 0.004 1.403
Cl -0.065 1.580 -1.848 -0.038
C -1.757 -0.947 0.254 -0.336
H -1.780 -1.753 0.971 -0.007
H -2.107 -1.363 -0.707 0.002
H -2.505 -0.233 0.612 0.023
Zr 0.638 0.083 -4.409 1.212
C -1.498 0.723 -4.645 -0.377
C 2.446 1.324 -3.940 -0.377
C 1.111 -1.742 -5.486 -0.341
H 2.971 0.776 -3.138 -0.027
H 3.167 1.511 -4.757 -0.017
H 2.174 2.284 -3.473 -0.050
H -2.086 0.006 -4.044 -0.024
H -1.688 1.700 -4.172 -0.050
H -1.913 0.735 -5.667 -0.018
H 0.382 -2.426 -5.951 -0.105
H 2.123 -2.160 -5.633 -0.104
C 1.328 -0.428 3.227 -0.196
S -0.152 0.507 3.234 0.451
O -1.233 -0.471 3.286 -0.327
O -0.029 1.593 4.140 -0.261
O -0.090 1.107 1.776 -0.636
H 1.537 -0.604 4.273 0.070
H 2.164 0.130 2.801 0.072
H 1.221 -1.405 2.750 0.059
```

***

[8]
Below is a 5-piece molecular cluster, C5H14Cl2N4O8 overall in a non-equilibrium geometry, with properties calculated with ωB97M-V with the def2-TZVPD basis set.

E_tot	-1939.82059	hartree
structure (SMILES)	C[N+](=O)[O-].C[N+](=O)[O-].C[N+](=O)[O-].C[N+](=O)[O-].ClCCl
net charge	0
largest force on an atom	2.9	eV/A
ΔE to the lowest compared entry with this formula, charge and spin	14.8	kcal per mole
Kohn-Sham gap	11.007	eV
HOMO energy	-11.18	eV

The geometry in XYZ format:
```
33
Properties=species:S:1:pos:R:3:lowdin_charge:R:1
C -4.695 -5.010 -16.707 0.042
N -3.209 -5.170 -16.815 -0.458
O -2.695 -6.015 -16.070 0.037
O -2.604 -4.511 -17.585 0.091
H -4.905 -4.062 -16.212 0.099
H -5.039 -5.782 -16.018 0.090
H -5.195 -5.161 -17.663 0.099
C -6.022 -0.408 -11.634 0.036
N -6.924 -0.083 -12.766 -0.446
O -7.313 -0.968 -13.519 0.050
O -7.251 1.071 -12.905 0.065
H -6.153 0.377 -10.888 0.096
H -4.977 -0.597 -11.877 0.104
H -6.346 -1.335 -11.162 0.096
C -11.171 2.624 -15.946 0.023
N -12.253 2.033 -15.154 -0.431
O -13.304 1.700 -15.745 0.045
O -12.036 1.964 -13.954 0.061
H -10.441 1.865 -16.226 0.106
H -10.742 3.436 -15.359 0.100
H -11.585 3.074 -16.848 0.096
C -9.460 3.077 -8.394 0.047
N -8.762 3.554 -7.117 -0.434
O -8.015 2.769 -6.575 0.059
O -9.027 4.683 -6.722 0.055
H -9.660 2.009 -8.311 0.089
H -8.775 3.171 -9.237 0.092
H -10.381 3.629 -8.580 0.092
C -2.413 -0.653 -6.182 -1.024
Cl -3.005 0.611 -7.307 0.471
Cl -1.129 -0.029 -5.161 0.503
H -3.201 -0.963 -5.495 0.025
H -1.971 -1.499 -6.708 0.025
```

***

[9]
Below is a 2-piece molecular cluster, C5H14ClN2 overall in a non-equilibrium geometry, with properties calculated with ωB97M-V with the def2-TZVPD basis set.

E_tot	-768.34143	hartree
net charge	+1
largest force on an atom	4.4	eV/A
ΔE to the lowest compared entry with this formula, charge and spin	0.0	kcal per mole
Kohn-Sham gap	11.820	eV
HOMO energy	-14.74	eV

The geometry in XYZ format:
```
22
Properties=species:S:1:pos:R:3:lowdin_charge:R:1
C -2.581 1.464 -0.225 -0.062
C -1.405 -0.501 0.902 -0.052
C 3.959 -0.871 0.212 -0.096
C -1.251 0.717 0.044 -0.416
C 2.624 -0.355 0.078 -0.832
N 1.609 -0.866 -0.385 0.037
N -0.701 0.360 -1.351 0.163
Cl 2.504 1.408 0.354 0.664
H -3.375 0.861 -0.865 0.129
H -2.952 1.704 0.810 0.100
H -2.274 2.394 -0.797 0.095
H -1.985 -1.350 0.491 0.109
H -0.438 -1.047 1.063 0.080
H -1.713 -0.099 1.805 0.067
H 3.999 -1.674 -0.595 0.113
H 4.710 -0.094 0.084 0.078
H 4.040 -1.556 1.191 0.159
H -0.607 1.477 0.447 0.117
H 1.824 -1.928 -0.402 0.151
H -1.143 -0.378 -1.884 0.157
H 0.247 -0.177 -1.052 0.101
H -0.413 1.154 -1.878 0.138
```

***

[10]
Below is a 2-piece molecular cluster, C5H14IN2 overall in a non-equilibrium geometry, with properties calculated with ωB97M-V with the def2-TZVPD basis set.

E_tot	-605.85111	hartree
net charge	+1
largest force on an atom	4.3	eV/A
ΔE to the lowest compared entry with this formula, charge and spin	4.8	kcal per mole
Kohn-Sham gap	8.881	eV
HOMO energy	-12.49	eV

The geometry in XYZ format:
```
22
Properties=species:S:1:pos:R:3:lowdin_charge:R:1
C -1.167 1.739 0.579 -0.098
C 1.050 0.458 -1.462 -0.023
C -0.687 0.285 0.470 -0.234
C 0.807 0.203 0.041 -0.309
C 1.334 -1.146 0.261 -0.269
N 2.670 -1.381 0.538 0.224
N 0.497 -2.212 0.191 0.256
I -5.026 -0.074 0.099 0.432
H -0.471 2.137 1.276 0.047
H -0.978 2.406 -0.346 0.112
H -2.174 2.095 1.007 0.103
H 0.056 0.817 -1.905 0.113
H 1.611 -0.256 -2.107 0.103
H 1.703 1.380 -1.468 0.105
H -1.329 -0.057 -0.341 0.094
H -0.835 -0.313 1.338 0.109
H 1.330 0.926 0.669 0.150
H 3.099 -0.603 1.008 0.135
H 2.801 -2.362 0.703 0.125
H -0.430 -1.990 0.062 0.086
H 0.764 -3.158 0.211 0.130
H -4.624 1.106 -0.824 -0.391
```

***

[11]
Below is a 2-piece molecular cluster, C5H14INO4P overall in a non-equilibrium geometry, with properties calculated with ωB97M-V with the def2-TZVPD basis set.

E_tot	-1193.24397	hartree
net charge	+1
largest force on an atom	6.0	eV/A
ΔE to the lowest compared entry with this formula, charge and spin	0.0	kcal per mole
Kohn-Sham gap	6.370	eV
HOMO energy	-12.63	eV

The geometry in XYZ format:
```
26
Properties=species:S:1:pos:R:3:lowdin_charge:R:1
C 2.291 -3.790 1.550 0.091
C 1.150 -4.564 1.572 -0.200
N -0.075 -3.961 1.043 -0.324
I -0.995 -2.534 2.331 1.056
H 3.025 -4.006 0.778 0.095
H 2.431 -2.983 2.267 0.084
H 1.111 -5.567 1.979 0.132
H -0.693 -4.724 0.758 0.126
H 0.219 -3.461 0.210 0.100
C 0.211 -0.077 0.445 -0.235
O 0.273 0.724 -0.717 -0.274
P 0.421 2.348 -0.421 0.545
O 1.310 2.398 0.750 -0.233
O -1.161 2.520 -0.039 -0.246
C -2.170 1.925 -0.873 -0.109
O 0.557 3.880 -0.977 -0.198
C -0.156 4.274 -2.175 -0.083
H -0.191 -1.044 0.142 -0.002
H 1.211 -0.221 0.857 0.086
H -0.445 0.365 1.197 0.067
H -2.562 1.030 -0.389 0.083
H -1.788 1.656 -1.857 0.082
H -2.979 2.642 -0.995 0.093
H -1.196 4.492 -1.933 0.088
H -0.109 3.503 -2.942 0.086
H 0.312 5.175 -2.559 0.093
```

***

[12]
Below is an isolated ion of composition C5H14N and charge +1 in a non-equilibrium geometry, with properties calculated with ωB97M-V with the def2-TZVPD basis set.

E_tot	-253.40797	hartree
structure (SMILES)	CC[C@@H](C)C[NH3+]
net charge	+1
largest force on an atom	1.7	eV/A
ΔE to the lowest compared entry with this formula, charge and spin	6.5	kcal per mole
Kohn-Sham gap	11.566	eV
HOMO energy	-15.28	eV

The geometry in XYZ format:
```
20
Properties=species:S:1:pos:R:3:lowdin_charge:R:1
C -0.168 -0.423 -1.363 -0.115
C -0.051 -0.036 0.105 -0.393
C -1.381 0.454 0.648 -0.045
C 1.172 0.866 0.262 -0.214
C 1.610 0.952 1.739 -0.070
N -0.995 -1.674 -1.619 0.224
H -0.595 0.394 -1.932 0.144
H 0.760 -0.602 -1.811 0.112
H 0.199 -0.954 0.664 0.149
H -1.414 0.608 1.723 0.086
H -2.157 -0.284 0.460 0.069
H -1.645 1.434 0.239 0.102
H 0.983 1.879 -0.091 0.121
H 1.962 0.441 -0.352 0.109
H 2.355 0.179 1.923 0.082
H 0.762 0.805 2.396 0.067
H 2.060 1.920 1.932 0.080
H -1.286 -1.769 -2.588 0.178
H -1.778 -1.751 -0.996 0.145
H -0.393 -2.438 -1.340 0.169
```